(1)
Formula: C3H3I3
Source: OMol25
Level of theory: wB97M-V/def2-TZVPD

CARTESIAN COORDINATES (ANGSTROEM)
H 1.86 0.09 -0.94
C 2.57 -0.27 -0.14
C 2.18 0.98 1.35
C 2.65 0.83 2.58
H 2.52 1.43 3.43
H 3.07 -0.10 2.90
I 4.56 -0.50 -0.75
I 1.84 -2.07 0.59
I 1.24 2.74 0.78

- molar mass (u) = 419.8
- E_LUMO (eV) = -0.3
- orbital gap (hartree) = 0.326
- largest force on an atom (eV/A) = 4.2
- HOMO energy (Eh) = -0.3380

---

(2)
Formula: C3H3I3O
Source: OMol25
Level of theory: wB97M-V/def2-TZVPD

CARTESIAN COORDINATES (ANGSTROEM)
H 2.58 -0.46 -0.38
C 0.58 0.47 -0.42
C 1.55 -0.31 0.00
O -1.14 -0.36 1.15
H 1.36 -0.96 0.74
H 0.57 1.12 -1.26
I -2.09 0.01 -1.64
I -1.05 -2.34 0.82
C -0.88 0.46 0.10
I -1.49 2.37 0.90

- molar mass (u) = 435.8
- E_LUMO (eV) = -1.4
- orbital gap (hartree) = 0.286
- largest force on an atom (eV/A) = 3.7
- HOMO energy (Eh) = -0.3361

---

(3)
Formula: C3H3IO
Source: OMol25
Level of theory: wB97M-V/def2-TZVPD

CARTESIAN COORDINATES (ANGSTROEM)
C -0.65 0.11 0.30
C 0.80 -0.23 -0.91
C 0.81 0.24 0.35
H 1.46 -0.49 -1.72
H -1.34 -1.46 1.23
H 1.53 0.60 1.05
I -2.03 1.60 0.71
O -0.58 -0.37 -1.02

- molar mass (u) = 182.0
- E_LUMO (alpha / beta) (eV) = -0.6 / -0.7
- orbital gap (alpha / beta) (hartree) = 0.306 / 0.308
- largest force on an atom (eV/A) = 3.9
- HOMO energy (alpha / beta) (Eh) = -0.3295 / -0.3321

---

(4)
Formula: C3H3IO2S
Source: OMol25
Level of theory: wB97M-V/def2-TZVPD

CARTESIAN COORDINATES (ANGSTROEM)
H -0.70 -0.09 2.05
H -0.67 -1.09 -2.33
C -0.03 1.36 0.42
S -1.08 -1.15 -0.03
C -0.17 -0.92 -1.40
O -0.07 1.33 -0.81
I 1.91 -0.95 -1.53
C -0.17 -0.17 1.11
H 0.85 -0.51 1.25
O 0.12 2.19 1.27

- molar mass (u) = 230.0
- E_LUMO (alpha / beta) (eV) = -1.8 / -1.8
- orbital gap (alpha / beta) (hartree) = 0.270 / 0.270
- largest force on an atom (eV/A) = 1.9
- HOMO energy (alpha / beta) (Eh) = -0.3353 / -0.3353

---

(5)
Formula: C3H3IS
Source: OMol25
Level of theory: wB97M-V/def2-TZVPD

CARTESIAN COORDINATES (ANGSTROEM)
I 3.66 0.25 0.09
S 1.59 -2.05 -0.04
C 1.86 -0.50 -0.70
H -1.06 0.79 -1.88
H 0.36 -2.29 -0.68
C -0.43 0.98 -0.93
C 0.01 1.32 0.14
H 0.23 1.45 1.16

- molar mass (u) = 198.0
- E_LUMO (eV) = -0.5
- orbital gap (hartree) = 0.288
- largest force on an atom (eV/A) = 2.7
- HOMO energy (Eh) = -0.3053

---

(6)
Formula: C3H3IS
Source: OMol25
Level of theory: wB97M-V/def2-TZVPD

CARTESIAN COORDINATES (ANGSTROEM)
S -0.82 2.34 0.40
I 3.66 -0.19 -0.20
H 2.08 -0.16 -0.08
H -1.05 -2.30 1.18
C -1.01 0.93 -0.47
H -1.01 1.00 -1.54
C -0.86 -1.34 0.62
C -0.98 -0.28 0.08

- molar mass (u) = 198.0
- E_LUMO (eV) = -1.5
- orbital gap (hartree) = 0.285
- largest force on an atom (eV/A) = 4.9
- HOMO energy (Eh) = -0.3387